1.
74
Properties=species:S:1:pos:R:3:forces:R:3 method="wB97M-V/def2-TZVPD" smiles="C[N+](=O)[O-].C[N+](=O)[O-].c1cc[nH]c1.c1cc[nH]c1.c1cc[nH]c1.c1cc[nH]c1.c1cc[nH]c1.c1cc[nH]c1" homo_lumo_gap_ev=7.80 e_homo_ev=-7.816 e_above_lowest_kcal_mol=0.0 lumo_ha=-0.00054
C 19.701301 -14.844292 28.951348 -2.779 -3.440 -1.433
N 18.631328 -13.958972 29.169675 -2.125 2.257 -0.451
O 17.524116 -14.465733 29.355699 0.846 1.075 0.168
O 18.878151 -12.742001 29.167401 -0.894 -1.232 0.227
H 19.732198 -15.262941 29.928472 1.070 -1.161 0.653
H 20.508184 -14.349958 28.590358 2.573 1.325 -0.755
H 19.261099 -15.578134 28.159890 1.272 0.977 1.642
C 15.711613 -14.557532 26.864141 -4.885 -6.863 -4.670
N 16.433688 -15.094107 25.642062 0.027 -1.077 -1.145
O 15.839206 -15.943646 24.963851 0.364 1.179 1.045
O 17.587098 -14.771590 25.401600 -0.608 0.423 0.632
H 16.045416 -13.722068 27.161893 3.016 5.739 2.813
H 15.583512 -15.485531 27.401940 0.691 0.320 1.234
H 14.632677 -14.448038 26.514266 1.429 0.281 0.155
C 20.635566 -16.756067 26.354664 3.233 2.377 -0.223
C 21.372521 -17.342898 27.519400 1.754 4.438 -2.582
C 22.648211 -16.489051 27.756508 -3.159 -2.070 -0.112
N 22.633766 -15.544670 26.698496 -2.230 -2.113 2.252
C 21.478264 -15.532947 25.938851 -1.931 -3.190 0.269
H 19.705641 -17.135956 25.725326 2.144 0.976 1.861
H 20.868789 -18.133656 28.009082 0.459 -0.707 1.012
H 23.415351 -16.459267 28.724147 -2.238 -0.043 -3.364
H 23.453019 -15.025390 26.637757 1.001 1.635 -0.666
H 21.209064 -14.770072 25.137356 0.911 -1.281 1.263
C 14.279741 -11.502678 27.836261 5.267 1.254 -3.996
C 15.550940 -11.218540 28.599181 -1.933 0.056 -0.376
C 16.535102 -10.848813 27.634944 -0.273 0.235 1.147
N 15.948478 -10.813575 26.391685 -0.690 -1.358 -3.814
C 14.617478 -11.338560 26.374158 4.775 0.757 10.543
H 13.376756 -11.889765 28.149872 -1.647 -0.500 0.928
H 15.532843 -11.178257 29.795833 0.598 -0.228 -3.183
H 17.621416 -10.560006 27.783932 -1.794 -0.453 -0.263
H 16.396079 -10.721517 25.350166 -0.835 -0.138 4.053
H 14.062798 -11.235928 25.600136 -3.539 0.326 -5.062
C 14.537573 -15.386185 30.959073 -5.943 -4.385 9.372
C 14.995516 -16.252409 32.261924 -6.950 2.351 -1.626
C 13.778782 -16.496290 33.092707 3.296 -1.573 -0.197
N 12.727151 -16.027632 32.359748 -3.806 0.305 2.952
C 13.115243 -15.225858 31.309217 1.342 1.072 -2.830
H 15.238227 -14.981265 30.391507 2.360 2.045 -2.838
H 15.977458 -16.466806 32.360081 2.753 -1.008 0.908
H 13.555365 -17.094007 34.192198 0.964 1.821 -3.756
H 11.609105 -16.186696 32.893505 4.720 1.247 -2.806
H 12.358637 -14.483844 30.835213 1.348 -1.846 0.771
C 20.755492 -10.473559 28.755914 4.867 1.708 3.058
C 21.564229 -9.191214 28.754131 3.234 -7.773 4.608
C 22.815096 -9.614935 29.643688 -6.516 2.094 -4.925
N 22.681034 -10.880961 30.017930 -3.870 3.025 -2.423
C 21.498278 -11.447522 29.631857 -1.264 3.789 -3.099
H 19.790434 -10.443421 28.338806 -0.903 -0.864 -0.239
H 21.424197 -8.253980 28.362904 -0.465 1.846 -0.966
H 23.493637 -8.881524 29.851450 2.349 0.906 0.892
H 23.402985 -11.233810 30.468630 3.461 -2.845 2.824
H 21.220668 -12.305480 30.131891 -0.702 -1.858 0.274
C 22.638530 -16.763014 31.156316 -1.393 -0.918 1.803
C 21.389849 -17.519069 31.588074 -0.224 4.918 1.401
C 20.553429 -16.439821 32.357914 1.382 -2.944 -0.914
N 21.322641 -15.303070 32.395897 1.195 -1.713 -1.052
C 22.564421 -15.434338 31.748629 -1.424 -3.354 -0.554
H 23.531825 -17.331044 30.615107 -2.041 1.723 1.443
H 21.151522 -18.596719 31.477514 0.097 1.182 -0.102
H 19.542869 -16.495669 32.989517 2.573 0.103 -1.853
H 21.062548 -14.472562 32.889911 -0.304 0.425 0.308
H 23.374760 -14.799039 32.033237 0.122 0.575 -0.406
C 19.171648 -13.662623 34.138630 1.358 0.216 -0.246
C 20.170138 -12.509130 34.131161 -4.775 -1.588 -6.161
C 19.926801 -11.885842 32.750644 -0.900 -2.922 1.977
N 18.940055 -12.678343 32.099495 -0.820 -1.200 1.244
C 18.418306 -13.769103 32.854641 2.049 1.319 3.138
H 19.329345 -14.384390 35.084414 -1.199 1.471 -2.560
H 20.828116 -12.376671 34.937362 0.831 0.769 0.515
H 20.289278 -11.066291 32.106835 0.124 -0.435 0.992
H 18.522881 -12.573885 31.153208 0.920 0.766 0.970
H 17.498944 -14.453897 32.583229 2.283 1.774 0.299

2.
69
Properties=species:S:1:pos:R:3:forces:R:3 method="wB97M-V/def2-TZVPD" homo_lumo_gap_ev=5.62 e_homo_ev=-16.059 total_charge=+3 lumo_ha=-0.38378
W -14.099853 -7.609020 14.516968 0.232 -0.783 1.903
C -11.195320 -2.366546 14.323145 2.688 0.052 -0.824
O -11.927703 -3.550964 14.603636 -0.563 -0.868 0.026
C -11.323075 -4.508221 15.307494 0.352 -1.175 0.642
C -10.125441 -4.326533 15.969679 1.176 0.097 0.767
C -9.437735 -5.279675 16.726526 0.674 -0.234 -0.047
C -9.817251 -6.604231 16.819339 -0.566 0.983 -0.385
C -11.055662 -6.821141 16.176538 0.838 -0.575 0.197
C -11.409460 -8.181150 16.059684 1.011 -0.096 0.440
N -12.377077 -8.660322 15.368284 -1.714 0.371 -0.645
N -12.391268 -10.016572 15.340182 -2.698 -2.855 -1.222
C -13.512182 -10.501693 14.836983 0.335 2.919 -0.131
O -14.483571 -9.475258 14.481357 1.260 0.560 -0.262
C -13.938736 -11.842193 14.499161 1.120 0.970 0.118
C -14.903435 -12.180251 13.577600 -0.690 -1.282 -0.381
C -15.048404 -13.575913 13.258877 0.387 1.307 1.004
C -14.195007 -14.549197 13.846315 -0.837 2.845 0.428
C -13.242676 -14.091898 14.746349 0.936 -0.812 -0.331
C -13.090645 -12.778582 15.026572 0.078 0.256 0.250
C -11.788439 -5.832093 15.497260 -0.173 0.526 0.272
O -13.040147 -6.217078 15.117202 -0.255 0.259 -1.414
H -10.866936 -1.804586 15.203905 -0.572 -0.166 0.100
H -11.834573 -1.770058 13.703577 -0.225 0.281 -0.204
H -10.183286 -2.578258 13.759594 -2.020 0.074 0.786
H -9.638888 -3.371853 15.950109 -0.033 0.416 -0.108
H -8.511061 -4.989851 17.186911 0.188 0.294 0.108
H -9.196646 -7.382246 17.320385 -0.824 0.690 -0.493
H -10.738626 -8.938301 16.481972 -0.218 0.328 0.071
H -15.525857 -11.361354 13.180154 0.089 -0.891 -0.025
H -15.901573 -13.813435 12.658074 -0.057 -0.493 -0.452
H -14.290516 -15.585008 13.766748 -0.420 -1.402 -0.755
H -12.487450 -14.731157 15.158819 -0.095 -0.676 0.192
H -12.316431 -12.364414 15.622321 0.727 -0.397 0.701
O -18.497963 -6.791767 13.194134 -2.939 1.771 3.217
C -17.868076 -7.303606 12.470994 2.075 -1.832 -2.851
O -15.477288 -7.070601 15.301467 -0.284 -0.426 0.125
C -17.153792 -7.974331 11.474406 0.410 -0.784 0.612
C -17.832724 -8.842717 10.638704 -0.186 0.083 0.019
C -17.115050 -9.498249 9.653070 -1.914 -1.497 -1.182
C -15.755408 -9.416030 9.582530 -1.042 -0.017 -0.292
C -15.147089 -8.452326 10.345758 1.776 -0.684 0.017
C -15.756685 -7.820075 11.374469 -0.881 0.741 -0.698
P -14.975848 -6.590615 12.358402 1.124 0.609 0.421
C -13.491945 -5.978739 11.639802 1.680 -0.920 -0.353
C -13.358786 -4.746716 11.041812 0.669 0.460 -1.069
C -12.065976 -4.329603 10.555386 -1.775 0.527 0.819
C -10.943533 -5.064023 10.842344 -1.312 -1.641 -0.394
C -11.137207 -6.408672 11.273735 1.778 -0.474 0.759
C -12.348277 -6.865002 11.718573 -2.059 0.029 0.376
C -16.121521 -5.280995 12.492157 -0.518 1.728 1.465
C -16.190897 -4.438311 13.647209 1.205 -2.759 -0.923
C -16.984760 -3.345773 13.601295 -0.209 0.843 -1.947
C -17.594898 -2.948048 12.376691 -0.229 0.185 1.014
C -17.550284 -3.778393 11.260504 -1.112 1.891 0.692
C -16.844941 -4.917155 11.366674 0.864 -1.754 -0.088
H -18.874993 -9.022271 10.815415 -0.459 -0.002 -0.344
H -17.686482 -10.106983 8.908779 0.612 0.334 0.938
H -15.208831 -10.064204 8.932038 0.331 0.026 -0.529
H -14.124499 -8.312381 10.080760 0.827 0.456 0.431
H -14.241153 -4.118537 10.840277 0.586 -0.230 0.269
H -12.058957 -3.381827 10.017522 0.370 -0.166 0.263
H -9.960979 -4.743312 10.597686 0.597 0.301 -0.258
H -10.243308 -7.077746 11.326761 -0.881 0.650 -0.041
H -12.605547 -7.912490 12.107659 1.071 1.158 -0.622
H -15.595168 -4.829723 14.477105 -0.500 0.940 0.237
H -17.029062 -2.706034 14.421472 -0.298 0.943 1.318
H -18.158022 -1.998456 12.364244 0.339 -0.660 -0.073
H -18.135295 -3.526525 10.389464 0.138 -0.043 -0.196
H -16.882654 -5.658681 10.619990 0.013 -0.309 -1.458

3.
10
Properties=species:S:1:pos:R:3:forces:R:3 method="wB97M-V/def2-TZVPD" smiles="C=CC(=O)N=C=S" homo_lumo_gap_ev=9.40 e_homo_ev=-9.956 e_above_lowest_kcal_mol=39.2 lumo_ha=-0.02027
C 1.851822 -0.868245 -0.059536 -2.244 13.147 0.277
C 0.568092 -0.628610 0.069640 -3.419 2.485 -1.493
C 0.085368 0.857082 -0.036275 1.278 1.487 1.350
O 0.840577 1.824355 0.019236 -2.082 -2.249 -0.493
N -1.373740 1.054358 0.001878 3.789 0.550 -0.368
C -2.433498 0.547854 -0.045474 -0.859 -0.516 0.250
S -3.875700 -0.015967 0.004658 -0.869 -0.382 -0.142
H 2.575757 0.136458 0.015107 -1.934 -3.050 -0.493
H 2.156669 -1.702606 0.030255 4.583 -10.934 0.727
H -0.395351 -1.204680 0.000512 1.757 -0.537 0.384

4.
12
Properties=species:S:1:pos:R:3:forces:R:3 method="wB97M-V/def2-TZVPD" homo_lumo_gap_ev="11.29 / 7.87" e_homo_ev="-10.677 / -10.674" e_above_lowest_kcal_mol=9.6 spin_multiplicity=2 s2=0.75 lumo_ha="0.02245 / -0.10323"
O 1.478782 0.335579 0.981688 -0.354 0.049 0.206
C 0.445732 -0.298064 0.880819 1.694 -0.109 -0.015
N -0.528184 -0.017144 -0.009429 -1.435 -0.411 0.604
C -1.858950 -0.650149 0.240824 2.018 0.933 -0.951
O -2.574244 0.005239 1.156508 -0.651 -0.255 0.199
H 0.332771 -1.237814 1.449737 -0.321 0.084 -0.057
H -0.641653 0.964339 -0.209226 0.390 0.252 -0.289
H -1.632905 -1.701440 0.470293 -0.642 -0.017 -0.032
H -2.313672 -0.523120 -0.757924 -0.738 -0.543 0.350
H 2.333486 0.956340 -0.608146 0.788 0.174 -1.044
H 2.133659 1.068742 -2.127424 -0.137 -0.001 -0.280
O 2.825178 1.097489 -1.467718 -0.610 -0.156 1.309